[1]
A structure of composition C27H63N7O9Pt at a distorted geometry, computed with ωB97M-V/def2-TZVPD.

For the HOMO energy (alpha / beta), the calculation gives -8.24 / -8.07 eV. Its energy relative to the best compared isomer or geometry (same formula, charge and spin) is 205.9 kJ/mol. The value obtained for the gap between HOMO and LUMO (alpha / beta) is 8.160 / 7.312 eV. The spin multiplicity is 3. As for the total charge: 0.

Each line ends with the Löwdin spin population.
Cartesian coordinates (Å):
Pt  -13.653  7.208  -13.439  1.391
C  -12.691  6.174  -17.047  0.003
C  -13.324  7.550  -16.819  0.029
C  -14.722  7.663  -17.496  0.001
O  -13.254  7.975  -15.515  0.273
H  -13.127  5.458  -16.351  -0.001
H  -11.637  6.109  -16.776  0.000
H  -12.880  5.897  -18.085  0.000
H  -12.725  8.286  -17.356  0.016
H  -15.466  6.929  -17.186  0.001
H  -14.694  7.638  -18.586  0.000
H  -15.090  8.666  -17.278  0.000
C  -15.685  3.536  -15.329  0.007
C  -15.688  4.830  -14.664  0.015
C  -17.047  4.871  -13.959  0.000
O  -14.585  5.238  -13.909  0.182
H  -15.585  2.722  -14.611  0.000
H  -14.778  3.415  -15.920  0.000
H  -16.490  3.325  -16.033  0.001
H  -15.727  5.614  -15.420  0.002
H  -17.810  4.696  -14.718  0.000
H  -17.266  5.864  -13.568  0.000
H  -17.170  4.105  -13.193  0.000
C  -20.070  0.302  -13.771  0.000
O  -20.348  0.252  -14.932  0.000
N  -20.128  1.478  -13.089  0.000
C  -19.214  1.867  -11.991  0.000
C  -20.569  2.713  -13.819  0.000
H  -19.546  -0.513  -13.249  0.000
H  -19.929  2.293  -11.288  0.000
H  -18.438  2.509  -12.408  0.000
H  -18.719  1.032  -11.495  0.000
H  -20.839  3.488  -13.102  0.000
H  -19.715  3.153  -14.334  0.000
H  -21.384  2.596  -14.534  0.000
C  -17.060  3.511  -20.731  0.000
O  -18.207  3.145  -20.608  0.000
N  -16.366  4.080  -19.744  0.000
C  -14.982  4.573  -19.977  0.000
C  -16.974  4.389  -18.473  0.000
H  -16.503  3.333  -21.664  0.000
H  -15.033  5.661  -20.005  0.000
H  -14.428  4.162  -20.821  0.000
H  -14.325  4.289  -19.155  0.000
H  -17.633  3.642  -18.030  0.000
H  -16.183  4.673  -17.779  0.000
H  -17.461  5.361  -18.544  0.000
C  -16.508  9.416  -12.963  0.004
O  -15.452  8.794  -12.891  0.034
N  -17.429  9.351  -13.978  0.000
C  -18.775  9.870  -13.902  0.000
C  -16.991  8.657  -15.194  0.000
H  -16.935  9.993  -12.129  0.002
H  -19.125  10.040  -14.921  0.000
H  -18.818  10.819  -13.367  0.000
H  -19.513  9.203  -13.459  0.000
H  -16.330  7.825  -14.952  0.000
H  -17.804  8.512  -15.906  0.000
H  -16.440  9.404  -15.765  0.000
C  -13.949  -1.616  -12.834  0.000
O  -14.159  -1.841  -11.651  0.000
N  -14.085  -0.341  -13.365  0.000
C  -14.600  0.830  -12.679  0.000
C  -13.809  -0.071  -14.759  0.000
H  -13.536  -2.402  -13.485  0.000
H  -15.624  1.045  -12.984  0.000
H  -14.065  1.759  -12.876  0.000
H  -14.504  0.651  -11.608  0.000
H  -14.592  0.612  -15.088  0.000
H  -12.895  0.492  -14.944  0.000
H  -13.869  -0.982  -15.355  0.000
C  -10.270  3.676  -16.087  0.000
O  -9.104  3.766  -15.677  0.000
N  -10.621  2.754  -17.042  0.000
C  -9.603  1.771  -17.462  0.000
C  -11.965  2.539  -17.527  0.000
H  -11.088  4.290  -15.679  0.000
H  -8.574  2.050  -17.234  0.000
H  -9.622  1.664  -18.547  0.000
H  -9.710  0.727  -17.167  0.000
H  -12.016  2.477  -18.614  0.000
H  -12.465  1.700  -17.043  0.000
H  -12.548  3.419  -17.254  0.000
C  -10.632  5.535  -13.030  0.005
O  -11.604  6.141  -13.389  0.038
N  -10.618  4.305  -12.526  -0.002
C  -9.296  3.741  -12.169  0.000
C  -11.724  3.433  -12.602  0.000
H  -9.613  5.951  -13.035  0.001
H  -8.654  4.437  -11.628  0.000
H  -8.701  3.465  -13.040  0.000
H  -9.390  2.850  -11.548  0.000
H  -11.804  2.760  -11.749  0.000
H  -12.695  3.884  -12.807  0.000
H  -11.566  2.744  -13.431  0.000
C  -17.778  5.443  -10.707  0.000
O  -17.489  4.534  -9.967  0.000
N  -18.963  6.024  -10.660  0.000
C  -20.154  5.882  -9.763  0.000
C  -19.263  7.054  -11.737  0.000
H  -17.117  5.797  -11.513  0.000
H  -19.885  5.497  -8.780  0.000
H  -20.925  5.162  -10.036  0.000
H  -20.647  6.835  -9.570  0.000
H  -20.154  6.779  -12.302  0.000
H  -19.472  8.048  -11.340  0.000
H  -18.489  7.228  -12.485  0.000

Cartesian forces, eV/Å:
Pt -0.864 -1.158 -2.650
C -0.322 0.060 0.371
C -0.158 -0.680 -0.317
C 0.181 0.422 0.291
O -0.381 0.549 1.835
H -0.626 -0.145 -0.073
H 0.172 0.551 -0.419
H 0.287 -0.357 -0.025
H 0.353 0.181 -0.301
H 0.073 -0.105 0.283
H 0.402 -0.255 -0.134
H -0.147 -0.040 0.188
C 2.260 -2.385 -0.930
C -1.147 3.331 0.519
C -0.219 0.707 -0.077
O 0.843 -0.898 1.136
H -0.426 -0.118 0.226
H 0.323 0.090 -0.295
H -0.237 0.282 0.476
H -0.559 0.069 -0.766
H -0.166 -0.108 -0.065
H 0.139 -0.030 0.247
H 0.220 0.072 0.166
C 1.788 1.396 0.559
O -1.064 -0.920 -1.644
N -0.210 1.157 -0.031
C -1.254 -0.934 -0.366
C 0.523 -0.436 0.363
H -0.383 -0.105 0.364
H 0.914 0.690 0.423
H -0.162 0.373 0.433
H -0.192 -0.241 -0.245
H -0.248 -0.272 0.317
H 0.156 -0.188 -0.351
H 0.165 -0.507 0.238
C -0.468 -0.645 -0.133
O -0.593 -0.061 -0.134
N 2.094 -0.182 -0.278
C -0.522 -0.001 0.852
C 0.481 1.405 0.372
H 0.212 0.203 0.028
H 0.376 0.054 -0.229
H -0.853 0.019 -0.485
H -0.299 0.073 0.440
H 0.127 -0.069 -0.496
H 0.239 -0.653 0.112
H -0.815 -0.074 -0.167
C -1.900 -0.750 -0.404
O 0.054 0.435 -0.202
N 1.476 -0.890 0.502
C -0.231 0.494 -0.227
C 0.135 1.393 -0.463
H 0.500 0.144 0.161
H 0.081 0.230 0.045
H 0.110 -0.004 0.023
H 0.227 -0.303 0.190
H -0.379 -0.103 -0.290
H -0.313 -0.899 0.621
H 0.707 -0.144 0.099
C 0.008 1.795 1.598
O -0.090 -0.209 -0.714
N 0.678 -0.645 -0.942
C 0.068 -0.518 1.095
C -0.710 0.085 -0.182
H -0.234 0.365 -0.440
H -0.250 -0.244 0.215
H 0.517 -0.256 -0.385
H -0.446 0.015 -0.002
H -0.217 -0.158 -0.386
H 0.427 -0.289 0.208
H 0.238 0.084 -0.037
C 1.528 -0.954 -0.024
O -1.636 0.237 -0.157
N 1.097 -0.749 0.394
C 0.338 0.102 -1.090
C -0.389 0.961 0.586
H -0.028 -0.057 -0.314
H -0.403 0.412 0.362
H -0.193 0.395 -0.264
H -0.641 0.126 0.861
H 0.221 -0.274 0.017
H 0.143 -0.329 -0.211
H -0.094 0.075 0.017
C 1.637 -0.805 1.059
O -1.874 1.383 -0.893
N 1.672 0.181 0.613
C 0.213 -0.170 -0.213
C -1.093 -1.705 -0.506
H -0.154 0.358 -0.182
H -0.448 0.271 0.161
H -0.339 -0.128 -0.341
H -0.354 0.146 -0.012
H 0.054 0.374 0.367
H 0.210 0.603 0.198
H 0.060 -0.198 -0.365
C 0.383 -1.382 0.642
O 0.801 -0.685 0.508
N -3.545 3.733 -2.110
C 1.151 -0.823 0.871
C -0.127 -0.410 0.500
H -0.069 0.189 0.259
H 0.633 0.141 -0.028
H 0.172 0.001 -0.969
H 0.323 0.159 -0.418
H -0.099 -0.293 0.074
H 0.002 -0.050 0.553
H 0.375 -0.579 0.345

[2]
A cluster of 9 separate species, C27H63N9O9 in total at a distorted geometry, computed with ωB97M-V/def2-TZVPD.

For the HOMO energy, the calculation gives -8.62 eV. As for the structure (SMILES): CNC(C)=O.CNC(C)=O.CNC(C)=O.CNC(C)=O.CNC(C)=O.CNC(C)=O.CNC(C)=O.CNC(C)=O.CNC(C)=O. Its energy relative to the best compared isomer or geometry (same formula, charge and spin) is 227.2 kJ/mol. The value obtained for the gap between HOMO and LUMO is 8.398 eV. As for the total charge: 0.

Each line ends with the Mulliken charge.
Cartesian coordinates (Å):
C  -1.305  -3.804  -6.637  -0.911
N  -1.535  -3.028  -5.474  -0.128
C  -2.333  -3.416  -4.448  0.518
C  -2.584  -2.468  -3.280  -0.277
O  -2.822  -4.535  -4.364  -0.667
H  -1.921  -3.540  -7.496  0.314
H  -1.454  -4.863  -6.425  0.330
H  -0.307  -3.728  -7.068  0.293
H  -1.314  -2.043  -5.430  0.191
H  -3.436  -1.821  -3.488  0.306
H  -1.647  -1.935  -3.114  -0.258
H  -2.741  -3.076  -2.389  0.271
C  0.789  -5.264  5.607  -1.003
N  0.086  -4.088  5.073  0.022
C  -1.199  -3.750  5.385  0.467
C  -1.805  -2.479  4.825  -0.449
O  -1.933  -4.486  6.015  -0.676
H  1.126  -5.113  6.633  0.297
H  1.592  -5.560  4.932  0.328
H  0.096  -6.105  5.593  0.352
H  0.631  -3.326  4.695  0.292
H  -2.682  -2.796  4.261  0.314
H  -1.063  -2.067  4.141  -0.035
H  -2.113  -1.846  5.658  0.273
C  4.578  -2.804  -1.563  -0.889
N  3.385  -2.309  -2.249  -0.067
C  3.490  -1.940  -3.529  0.751
C  2.239  -1.453  -4.242  -0.414
O  4.542  -1.976  -4.150  -0.699
H  5.453  -2.219  -1.848  0.366
H  4.714  -3.842  -1.867  0.308
H  4.373  -2.698  -0.498  0.128
H  2.536  -2.114  -1.739  0.072
H  2.363  -0.380  -4.391  0.130
H  1.240  -1.594  -3.830  -0.011
H  2.257  -1.991  -5.190  0.311
C  -3.153  1.218  2.625  -0.638
N  -1.900  1.911  2.812  0.233
C  -1.164  1.821  3.922  0.673
C  0.173  2.623  3.787  -0.635
O  -1.386  1.184  4.907  -0.633
H  -2.997  0.139  2.619  0.210
H  -3.635  1.583  1.719  -0.180
H  -3.770  1.475  3.487  0.449
H  -1.593  2.495  2.048  0.047
H  0.682  2.182  2.930  -0.013
H  0.735  2.554  4.718  0.321
H  0.011  3.677  3.559  0.206
C  -5.275  2.257  -0.173  -0.703
N  -5.111  1.860  -1.516  -0.108
C  -4.168  1.018  -1.966  0.065
C  -3.154  0.378  -0.997  0.862
O  -4.020  0.751  -3.143  -0.687
H  -4.446  2.867  0.186  0.061
H  -5.317  1.375  0.466  0.301
H  -6.213  2.792  -0.021  0.422
H  -5.750  2.275  -2.179  0.278
H  -2.428  -0.230  -1.537  -0.574
H  -3.610  -0.257  -0.238  0.537
H  -2.615  1.199  -0.523  -0.289
C  3.702  0.076  4.560  -0.710
N  3.509  -0.821  3.428  -0.195
C  2.526  -1.720  3.204  0.603
C  2.604  -2.623  1.991  -1.003
O  1.607  -1.840  3.994  -0.732
H  3.000  0.902  4.446  0.094
H  4.633  0.629  4.443  0.372
H  3.546  -0.390  5.533  0.272
H  4.331  -0.944  2.854  0.260
H  1.657  -3.149  1.872  0.157
H  3.494  -3.250  1.967  0.527
H  2.756  -1.915  1.176  0.154
C  -1.328  4.265  -2.377  -0.753
N  -1.239  5.129  -1.220  -0.082
C  -1.504  4.705  0.026  0.549
C  -1.407  5.780  1.141  -1.458
O  -1.798  3.552  0.333  -0.504
H  -1.970  4.724  -3.129  0.324
H  -1.665  3.243  -2.206  0.179
H  -0.345  4.363  -2.839  0.272
H  -0.800  6.037  -1.288  0.263
H  -0.458  6.316  1.119  0.460
H  -1.430  5.388  2.158  0.239
H  -2.296  6.403  1.040  0.367
C  4.616  2.438  -3.225  -0.748
N  3.706  3.220  -2.375  -0.168
C  2.485  2.885  -2.062  0.602
C  1.948  3.891  -1.026  -0.543
O  1.816  1.987  -2.488  -0.624
H  4.575  2.853  -4.232  0.312
H  4.272  1.404  -3.266  0.170
H  5.666  2.421  -2.934  0.301
H  3.939  4.194  -2.243  0.250
H  1.066  3.419  -0.595  -0.464
H  1.771  4.866  -1.481  0.417
H  2.590  3.929  -0.146  0.487
C  0.202  0.554  0.129  -1.061
N  0.585  -0.508  -0.791  0.718
C  0.172  -1.746  -0.807  0.942
C  -0.760  -2.207  0.268  -1.164
O  0.490  -2.513  -1.716  -0.670
H  1.031  0.883  0.755  0.433
H  -0.628  0.375  0.813  0.404
H  -0.099  1.407  -0.481  -0.163
H  1.255  -0.240  -1.497  0.086
H  -0.382  -1.989  1.267  0.175
H  -0.880  -3.288  0.193  0.455
H  -1.754  -1.787  0.118  -0.156

Cartesian forces, eV/Å:
C 0.274 -0.828 -1.331
N -0.135 1.329 1.012
C -0.803 -1.448 1.106
C 0.926 -0.080 -0.609
O 0.150 -0.021 -0.653
H -0.583 0.069 0.165
H -0.191 0.172 0.183
H 0.378 0.272 0.622
H 0.262 -0.191 -0.435
H 0.198 0.170 0.123
H -0.200 0.591 0.077
H -0.245 -0.032 -0.237
C -1.075 0.190 -0.448
N 0.163 0.472 0.007
C -0.572 -0.838 0.053
C 1.024 -0.654 -0.379
O -0.055 -0.647 0.634
H 0.181 -0.012 -0.061
H 0.192 0.361 0.162
H -0.110 0.088 0.215
H 0.252 -0.115 -0.085
H -0.029 0.093 0.076
H -0.276 0.799 0.142
H 0.224 0.220 -0.315
C -0.857 0.261 -0.154
N 0.644 0.270 0.613
C -0.725 0.306 -0.609
C -0.099 0.043 -0.309
O 0.234 -0.126 0.104
H -0.049 -0.063 0.022
H 0.315 -0.038 0.342
H 0.298 -0.312 0.013
H -0.110 -0.501 -0.304
H 0.069 0.020 -0.350
H 0.381 -0.307 0.612
H 0.021 0.373 -0.207
C -0.033 0.295 0.735
N -0.466 -0.030 -1.021
C 2.386 1.701 -0.697
C -0.832 -0.313 0.007
O -0.990 -1.059 1.173
H -0.174 -0.075 -0.166
H 0.233 -0.226 0.175
H -0.359 -0.285 -0.064
H 0.039 0.109 0.082
H 0.435 0.025 0.155
H 0.015 -0.196 -0.234
H -0.158 0.038 -0.022
C 0.021 -0.144 1.539
N -0.631 0.374 -0.710
C 1.525 -1.334 -0.368
C -0.473 0.673 0.192
O -0.509 0.282 -0.729
H 0.013 0.247 0.016
H -0.111 -0.009 0.179
H 0.108 0.027 -0.189
H 0.385 -0.329 -0.295
H -0.329 0.199 -0.320
H -0.160 0.188 0.146
H 0.063 -0.027 0.363
C -1.073 0.738 -0.525
N 1.564 -0.189 -0.981
C -0.184 -0.687 1.264
C 0.474 1.285 -0.299
O -0.602 0.319 0.260
H -0.509 -0.133 0.353
H 0.373 -0.742 0.216
H 0.267 -0.043 -0.139
H -0.170 0.089 -0.064
H 0.359 -0.105 0.062
H -0.223 -0.267 0.296
H -0.234 -0.175 -0.561
C 0.623 1.148 -1.165
N -0.591 -0.327 0.952
C 0.425 0.239 1.856
C 0.004 -0.489 -0.349
O -0.172 -0.072 -0.628
H -0.442 -0.081 0.149
H 0.366 0.276 0.419
H 0.130 -0.973 -0.173
H -0.265 -0.157 -0.269
H -0.215 0.452 -0.474
H -0.221 -0.621 -0.307
H 0.316 0.460 -0.044
C -0.706 0.055 -0.704
N 3.572 -0.017 -1.183
C -1.545 2.038 1.705
C -0.590 -1.250 0.508
O -0.498 -1.865 -0.463
H 0.074 -0.218 -0.179
H -0.096 0.117 0.017
H -0.232 0.329 0.549
H 0.192 -0.307 0.324
H -0.526 0.496 -0.428
H -0.108 -0.014 0.264
H 0.496 0.456 -0.317
C 0.044 0.701 -0.198
N 0.650 2.265 0.880
C -0.990 -2.152 -0.472
C -0.258 -0.572 0.360
O 0.344 -0.080 0.112
H 0.251 -0.108 -0.004
H 0.024 -0.659 -0.312
H 0.003 0.116 0.064
H -0.184 0.145 -0.253
H -0.194 0.256 0.062
H 0.155 0.076 -0.136
H 0.046 0.229 0.207